Record 1
# C6H11NS

A cluster of 2 separate species, C6H11NS in total (ωB97M-V/def2-TZVPD, OMol25).

```
19
Properties=species:S:1:pos:R:3:forces:R:3:lowdin_charge:R:1
C 0.77718 2.14088 -0.92200 -2.708 -2.190 -0.748 -0.066
C 0.20905 1.26266 0.20047 1.972 1.495 0.301 -0.200
C -0.54573 0.19394 0.15864 -1.713 -0.402 -2.668 -0.435
C -1.09977 -0.32883 1.42564 1.374 0.534 1.256 -0.081
N -1.04253 -0.39899 -1.14280 1.101 -1.726 2.899 0.064
H 1.48922 1.65317 -1.60548 -0.575 -0.180 -0.020 0.071
H -0.15224 2.52110 -1.43099 1.138 -0.349 -0.225 0.097
H 1.27674 2.96953 -0.59002 1.187 2.046 1.315 0.027
H 0.49784 1.47048 1.23768 -0.052 0.613 -0.594 0.079
H -0.64583 -1.23786 1.72986 0.630 -1.198 0.088 0.054
H -2.10981 -0.51963 1.41043 -2.549 -0.391 -0.520 0.051
H -0.97006 0.32385 2.31999 0.195 -0.043 -0.982 0.101
H -1.11476 -1.45468 -0.86185 0.132 2.357 -1.299 0.117
H -0.29361 -0.30377 -1.85884 -0.863 -0.199 0.763 0.052
C 2.12946 -1.33105 -0.77931 0.337 1.255 -0.315 -0.075
C 2.08428 -0.74054 0.41129 0.966 -1.809 0.365 -0.733
S 2.26724 -0.49383 1.95654 0.122 0.053 -0.587 0.751
H 1.60562 -0.79940 -1.59561 0.348 -0.713 0.415 0.039
H 2.93016 -2.07463 -1.04754 -1.042 0.848 0.557 0.086
```
Forces are in eV/Å.

HOMO energy = -8.399 eV
energy = -18722.57680 eV
relative energy (zero: lowest compared OMol25 entry of this formula, charge and spin) = 67.3 kcal per mole
orbital gap = 0.2996 hartree

=====

Record 2
# C29H41N5OS3Y

A structure of composition C29H41N5OS3Y (ωB97M-V/def2-TZVPD, OMol25).

```
80
Properties=species:S:1:pos:R:3:forces:R:3:lowdin_charge:R:1
Y 0.12577 0.41860 0.36381 0.392 0.069 0.224 1.392
C -2.80583 1.03413 0.76015 -0.128 0.011 0.032 -0.072
N -2.28293 0.27211 -0.38617 -0.023 -0.008 -0.034 -0.277
C -2.62999 0.92028 -1.65495 -0.026 0.079 -0.012 -0.076
C -2.77589 -1.10460 -0.32729 -0.036 -0.179 0.122 -0.205
C -4.05842 -1.44018 -0.72859 0.074 0.060 -0.028 -0.036
C -4.52824 -2.73500 -0.57294 -0.060 -0.018 -0.011 -0.090
C -3.70810 -3.67853 0.02704 -0.001 -0.038 -0.006 -0.080
C -2.43091 -3.35464 0.44717 0.045 0.080 -0.046 -0.018
C -1.92246 -2.05817 0.26300 -0.327 0.025 -0.037 -0.240
N -0.70661 -1.59876 0.69225 0.103 0.010 -0.054 -0.111
C 0.28642 -2.44249 1.20065 0.086 -0.069 -0.067 -0.259
C 0.67362 -3.63693 0.58876 -0.012 0.033 0.090 -0.037
C 1.73159 -4.37709 1.08831 0.043 0.007 0.028 -0.079
C 2.43390 -3.92234 2.19333 0.008 -0.015 0.014 -0.076
C 2.08222 -2.72221 2.79611 -0.008 -0.009 -0.031 -0.020
C 1.01798 -1.97496 2.30960 0.007 -0.108 -0.161 -0.211
N 0.64292 -0.68057 2.83535 -0.052 -0.044 0.045 -0.238
C 1.63663 -0.13198 3.76292 0.000 0.030 -0.010 -0.099
C -0.64952 -0.73948 3.54913 -0.013 -0.060 0.029 -0.056
H -3.89727 1.11415 0.74197 0.012 -0.003 -0.009 0.110
H -2.53091 0.52502 1.68894 0.001 0.000 -0.008 0.084
H -2.39321 2.04851 0.76000 0.003 0.000 -0.006 0.069
H -3.70976 0.99928 -1.80103 0.003 -0.002 0.003 0.088
H -2.22563 1.93099 -1.67487 -0.001 -0.008 0.006 0.066
H -2.20063 0.34439 -2.47229 -0.008 0.001 -0.005 0.091
H -4.70605 -0.68916 -1.16261 -0.030 -0.021 -0.005 0.107
H -5.52442 -2.99861 -0.89856 -0.008 0.017 -0.004 0.103
H -4.06919 -4.68748 0.17875 -0.014 -0.004 -0.002 0.109
H -1.82311 -4.10517 0.93174 0.015 0.011 0.011 0.106
H 0.13979 -3.96715 -0.29296 -0.006 -0.011 -0.003 0.116
H 2.01778 -5.30350 0.60835 -0.008 -0.012 -0.013 0.107
H 3.26341 -4.49408 2.58641 0.004 0.003 0.002 0.106
H 2.65399 -2.37740 3.64434 0.013 0.006 0.009 0.105
H 1.72679 -0.74543 4.66571 -0.010 -0.018 -0.017 0.099
H 2.60877 -0.06852 3.27809 0.000 0.020 0.004 0.074
H 1.31584 0.86040 4.07485 0.014 0.015 -0.019 0.084
H -0.55822 -1.32304 4.47164 0.014 0.010 -0.008 0.104
H -0.95273 0.27558 3.81721 -0.004 0.005 -0.009 0.084
H -1.40843 -1.19927 2.92123 0.004 0.005 0.011 0.076
S 2.89009 0.80555 0.50316 -0.282 0.195 0.063 0.583
C 2.26560 2.00871 1.57415 0.217 0.070 -0.021 -1.151
N 0.98944 2.14161 1.87093 0.131 -0.021 -0.150 -0.138
C 0.76676 3.18908 2.75032 0.009 0.015 0.085 -0.335
C -0.47468 3.57367 3.25153 -0.024 0.051 0.051 -0.030
C -0.53374 4.63837 4.13067 -0.015 0.005 0.003 -0.074
C 0.62449 5.31656 4.51397 0.056 0.019 0.002 -0.074
C 1.86383 4.94063 4.02720 -0.027 0.014 -0.002 -0.073
C 1.92664 3.87082 3.14258 -0.093 0.011 -0.021 -0.461
S 3.30762 3.16433 2.35567 -0.088 -0.049 0.036 1.070
H -1.37559 3.04136 2.97057 0.017 -0.039 -0.031 0.099
H -1.48911 4.94742 4.53191 -0.010 0.007 0.005 0.109
H 0.55683 6.14693 5.20297 -0.016 0.001 0.008 0.111
H 2.75660 5.47096 4.32888 0.020 -0.014 -0.003 0.115
N -0.09580 2.80674 -0.61817 0.035 0.026 -0.041 0.023
H -0.61430 3.48001 -0.05989 0.035 0.019 -0.004 0.058
H -0.34104 2.97205 -1.58950 -0.010 -0.024 0.006 0.044
H 0.88343 3.07145 -0.52269 -0.007 0.037 -0.028 0.044
C -0.90845 0.78354 -6.32809 0.006 -0.022 -0.035 -0.095
C -0.18720 1.28043 -5.08334 -0.007 0.074 0.090 -0.308
C 0.64720 0.17467 -4.45187 0.009 -0.019 0.030 -0.340
S 1.41700 0.75500 -2.91391 0.130 -0.223 -0.191 0.992
O 0.54739 0.11734 -1.83230 -0.187 -0.034 0.106 -0.666
C 2.98745 -0.15033 -2.87994 0.042 0.004 -0.010 -0.345
C 2.90384 -1.56744 -2.32762 -0.037 0.058 0.044 -0.280
C 2.07139 -2.54029 -3.14657 -0.008 -0.068 -0.020 -0.092
H -1.50488 1.57538 -6.77761 -0.004 0.015 0.005 0.080
H -1.57504 -0.04703 -6.09203 -0.007 -0.006 0.009 0.081
H -0.19625 0.43656 -7.07789 0.001 -0.002 -0.009 0.082
H -0.91519 1.64120 -4.34876 -0.007 -0.006 -0.017 0.095
H 0.45493 2.13002 -5.32682 0.000 -0.010 -0.030 0.111
H 1.42163 -0.18960 -5.12790 0.043 0.090 0.013 0.103
H 0.02669 -0.67390 -4.16146 0.031 -0.009 0.046 0.093
H 3.63724 0.46288 -2.25507 -0.020 0.023 -0.006 0.054
H 3.36978 -0.11045 -3.90260 -0.016 -0.021 -0.007 0.100
H 2.52648 -1.52533 -1.30287 0.012 -0.026 -0.011 0.072
H 3.93467 -1.92103 -2.25357 -0.001 -0.003 -0.006 0.124
H 1.01163 -2.29016 -3.10858 -0.009 -0.008 0.021 0.059
H 2.17726 -3.54849 -2.74837 0.002 -0.011 0.006 0.079
H 2.38640 -2.56592 -4.19167 0.011 0.013 -0.010 0.083
```
Forces are in eV/Å.

net charge = +1
HOMO energy = -9.373 eV
energy = -73785.55477 eV
relative energy (zero: lowest compared OMol25 entry of this formula, charge and spin) = 11.4 kcal per mole
orbital gap = 0.2653 hartree

=====

Record 3
# C4H16NO2

A cluster of 3 separate species, C4H16NO2 in total (ωB97M-V/def2-TZVPD, OMol25).

```
23
Properties=species:S:1:pos:R:3:forces:R:3:lowdin_charge:R:1
C 2.02630 0.86222 0.61370 0.689 -0.128 0.328 -0.136
C 0.73494 0.80662 -0.16442 1.160 1.551 -1.635 -0.405
C 1.05902 1.32008 -1.68067 -0.198 -1.974 -1.063 -0.210
C -0.17729 1.51272 -2.65940 1.580 -2.632 -0.844 -0.149
N -0.02620 -0.48925 -0.01750 1.428 0.338 -1.751 0.125
H 2.29719 1.94186 0.68782 -0.192 -0.773 0.499 0.097
H 2.91186 0.35578 0.25438 -0.016 -0.160 -1.048 0.063
H 1.91405 0.31536 1.54107 -0.250 0.656 0.859 0.059
H 0.13568 1.53892 0.39046 -0.370 -0.115 -0.696 0.125
H 1.54611 2.30706 -1.76966 0.109 -0.455 1.228 0.091
H 1.84752 0.56570 -2.20607 -1.923 1.590 1.512 0.136
H -0.04016 2.43866 -3.17960 0.125 0.398 -0.616 0.040
H -0.19443 0.61242 -3.42146 -0.284 1.891 1.449 0.094
H -1.12034 1.59752 -2.17399 -0.764 -0.215 0.569 0.024
H -0.96701 -0.39430 -0.45061 -0.247 -0.354 0.605 0.088
H 0.46895 -1.32282 -0.46200 0.013 0.293 -0.526 0.036
H 0.04444 -0.79191 0.94664 -0.906 -0.033 1.229 0.084
H -3.60042 -0.06430 -0.60959 0.471 1.030 -0.654 0.001
H -4.19741 -1.16248 0.06577 1.052 -0.465 0.270 0.052
O -3.29022 -0.83170 -0.14004 -1.473 -0.518 0.359 -0.132
H 0.03672 -2.47914 4.31268 -0.354 -0.343 1.468 -0.001
H 0.91008 -3.14230 3.22695 0.050 -0.200 0.133 0.019
O 0.33181 -2.40594 3.42935 0.302 0.618 -1.673 -0.101
```
Forces are in eV/Å.

HOMO energy (alpha / beta) = -2.873 / -11.405 eV
energy = -9988.29479 eV
expectation value of S² = 0.75
relative energy (zero: lowest compared OMol25 entry of this formula, charge and spin) = 30.3 kcal per mole
multiplicity = 2
orbital gap (alpha / beta) = 0.1356 / 0.4357 hartree

=====

Record 4
# C17H18N6O2S

The molecule C17H18N6O2S (ωB97M-V/def2-TZVPD, OMol25).

```
44
Properties=species:S:1:pos:R:3:forces:R:3:lowdin_charge:R:1
C -3.77683 -3.39489 -3.62762 -0.446 0.680 0.389 -0.065
O -3.00090 -3.30274 -2.39676 0.066 -0.232 -0.798 -0.094
C -1.81811 -2.58384 -2.42663 0.599 -1.162 -0.012 -0.249
C -1.61566 -1.47619 -3.23053 0.371 0.751 0.461 -0.035
C -0.40194 -0.79281 -3.18091 0.557 -0.867 0.802 -0.067
C 0.65817 -1.26190 -2.37930 -0.660 0.586 -0.291 -0.468
S 2.20407 -0.41930 -2.32816 0.127 0.637 0.205 1.010
C 1.80148 0.87149 -1.16793 -0.350 -1.045 1.976 -0.629
N 1.72011 2.10984 -1.51345 -0.123 1.908 -0.581 0.102
C 1.50968 2.80414 -0.33303 0.805 -1.287 0.696 -0.192
C 1.39248 4.12500 0.00672 -1.013 0.847 0.080 -0.325
N 1.25332 5.06784 -0.94879 0.238 -0.055 0.283 0.158
N 1.23430 4.57731 1.29724 0.364 -1.859 0.911 0.137
C 1.22880 3.64850 2.24718 0.062 -0.539 -3.024 -0.087
N 1.29010 2.28448 2.01721 0.478 0.998 0.102 0.020
C 1.27405 1.43836 3.21863 -0.209 0.029 0.542 -0.135
C -0.14812 1.33405 3.78305 -0.442 0.580 -0.238 -0.179
C -1.02467 0.33236 3.00736 -0.261 -0.779 0.816 -0.161
C -0.49114 -1.04346 3.20790 0.207 -1.139 0.656 -0.218
N -0.07615 -2.09805 3.47016 -0.597 1.683 -0.542 0.159
C 1.49138 1.84182 0.70151 -0.392 0.083 0.497 -0.261
N 1.61364 0.61948 0.23309 0.381 -0.106 -0.807 0.145
C 0.46713 -2.39987 -1.59872 1.060 -0.195 -0.377 -0.320
O 1.54502 -2.94392 -0.91549 -1.060 0.208 0.746 -0.130
C 1.33567 -3.03883 0.52162 0.411 0.635 0.295 -0.070
C -0.72071 -3.07594 -1.66684 -1.521 0.560 -0.265 0.072
H -4.59415 -2.63910 -3.62224 0.622 -0.311 0.026 0.094
H -4.26789 -4.36913 -3.76337 0.406 0.083 0.761 0.086
H -3.16926 -3.26072 -4.51511 0.348 0.247 -0.004 0.082
H -2.39189 -1.00562 -3.79309 -0.572 -0.138 -0.334 0.106
H -0.28968 0.12798 -3.72814 0.163 0.075 -0.163 0.106
H 0.68668 5.84111 -0.62975 0.131 0.122 -0.496 0.109
H 1.07084 4.60724 -1.82065 -0.203 0.571 -0.658 0.098
H 1.14388 3.96456 3.25277 -0.077 0.135 0.919 0.122
H 1.93026 1.90153 3.96232 -0.098 0.024 -0.127 0.125
H 1.69837 0.45110 3.03752 -0.079 0.072 -0.440 0.123
H -0.64332 2.33519 3.74449 0.390 -0.661 -0.072 0.120
H -0.14596 1.06560 4.84714 0.197 -0.137 -0.280 0.122
H -1.06025 0.48411 1.93216 -0.008 0.387 -0.098 0.112
H -2.05934 0.36632 3.42991 0.735 -0.136 -0.518 0.131
H 1.36643 -2.02914 0.99045 -0.008 -0.500 -0.535 0.059
H 0.37698 -3.49508 0.81607 0.346 -0.055 -0.381 0.075
H 2.17962 -3.61123 0.94249 -0.456 0.097 -0.392 0.094
H -0.77648 -3.95762 -1.08045 -0.489 -0.799 0.268 0.119
```
Forces are in eV/Å.

HOMO energy = -8.231 eV
energy = -41790.74964 eV
relative energy (zero: lowest compared OMol25 entry of this formula, charge and spin) = 13.5 kcal per mole
orbital gap = 0.3041 hartree

=====

Record 5
# C33H21AsBrI2KN2O3S

A structure of composition C33H21AsBrI2KN2O3S (ωB97M-V/def2-TZVPD, OMol25).

```
65
Properties=species:S:1:pos:R:3:forces:R:3:lowdin_charge:R:1
K -2.13401 2.13516 -1.85217 0.225 -0.324 0.347 0.674
S -0.82628 3.53634 1.00792 0.785 -0.322 -0.091 0.401
C 0.83027 3.34686 1.63678 -1.032 -0.398 -0.045 -0.761
C 1.15976 4.10552 2.77264 0.132 0.189 -0.363 -0.167
C 2.46873 4.10955 3.23065 -0.115 0.344 0.707 -0.146
C 3.43572 3.24728 2.76122 0.248 -1.164 -1.540 -0.133
C 3.08657 2.39262 1.70026 -1.487 0.025 0.121 -0.109
C 1.77793 2.40413 1.14464 0.824 1.042 0.982 -0.442
As 1.15398 1.15177 -0.18103 -0.298 -0.555 0.460 1.323
C 2.72885 -0.05585 -0.12578 -0.022 0.762 -1.299 -0.407
C 3.01631 -0.97562 0.86346 -0.053 -0.794 0.237 -0.109
C 4.08451 -1.86196 0.70016 0.132 0.681 0.362 -0.087
C 4.93476 -1.73944 -0.40797 -0.288 -0.728 0.884 -0.122
C 4.68055 -0.81248 -1.37991 -1.115 0.721 -0.019 -0.112
C 3.55441 0.02837 -1.25720 0.213 -0.053 -0.806 -0.116
C 0.04470 0.04067 1.04353 -0.269 -1.285 0.002 -0.354
C 0.02560 0.16005 2.44006 -0.660 -0.155 -1.219 -0.123
C -0.81154 -0.61467 3.22157 -0.758 -1.406 0.607 -0.107
C -1.58701 -1.61241 2.63207 -0.450 -0.065 -1.130 -0.085
C -1.51669 -1.79485 1.21187 -0.793 -0.278 2.124 -0.090
C -0.71781 -1.02254 0.43033 1.216 2.659 1.060 -0.099
H 0.32980 4.68126 3.22394 0.876 -0.091 -0.284 0.084
H 2.78651 4.80491 3.98338 -0.195 0.256 0.618 0.078
H 4.44854 3.14350 3.15957 -0.364 0.459 0.053 0.085
H 3.75726 1.63502 1.33197 0.381 0.010 0.038 0.073
H 2.33854 -1.05659 1.72566 0.446 -0.005 -0.341 0.104
H 4.28218 -2.56541 1.50598 0.061 -0.107 -0.289 0.091
H 5.76537 -2.41557 -0.55053 0.106 -0.136 0.174 0.088
H 5.30487 -0.81895 -2.24942 0.155 0.324 -0.466 0.088
H 3.28801 0.70032 -2.12274 0.277 -0.645 1.120 0.107
H 0.52108 0.94653 2.92920 0.899 0.981 0.343 0.081
H -0.88245 -0.49228 4.31862 0.155 0.206 -0.717 0.103
H -2.39029 -2.17829 3.16923 1.062 0.517 -0.300 0.106
H -2.23501 -2.47961 0.80622 -0.080 -0.402 -0.462 0.097
H -0.77124 -0.97907 -0.63228 -0.098 -0.570 -0.748 0.077
I -5.12395 -2.74345 -3.24709 0.282 0.401 0.430 0.763
C -4.95860 -1.91350 -1.31145 0.566 0.419 0.758 -0.650
C -5.43302 -2.68113 -0.24813 -0.635 -0.267 -0.194 -0.295
C -5.37402 -2.26103 1.04006 0.434 0.558 1.553 -0.604
I -6.09916 -3.53220 2.67788 0.319 0.517 -1.080 0.693
C -4.77761 -0.98764 1.39129 -1.285 -0.550 -0.510 -0.249
C -4.83765 -0.43435 2.66806 0.723 -0.270 1.683 -0.110
C -4.21029 0.77096 2.90156 0.104 0.753 -0.493 -0.072
C -3.65533 1.50008 1.81927 0.474 -1.321 -0.983 -0.121
N -3.62873 0.98288 0.56879 -0.211 0.899 1.060 0.111
C -4.20154 -0.19826 0.34903 -0.646 -1.304 0.735 -0.184
C -4.09165 -0.79668 -1.00015 -0.267 -0.698 -0.413 -0.484
O -3.22652 -0.36246 -1.75426 0.575 0.797 -1.309 -0.120
H -5.90221 -3.62517 -0.44954 -0.147 -0.332 -0.155 0.060
H -5.19109 -1.03669 3.55896 0.216 0.790 -1.332 0.055
H -4.10549 1.17525 3.90666 -0.163 -0.068 -0.161 0.096
H -3.04974 2.40609 1.91853 -0.427 -0.164 0.279 0.027
Br 1.42781 -3.56847 -2.87717 0.181 0.147 -0.207 0.670
C 1.86213 -1.99942 -3.87430 -0.370 0.983 -0.316 -0.654
C 3.14565 -1.81215 -4.43061 -2.074 -0.438 0.390 -0.228
N 3.42237 -0.67399 -5.02994 1.564 -0.093 -0.720 0.042
C 2.55072 0.31367 -5.13477 -0.235 -0.211 0.804 -0.110
C 1.27661 0.23110 -4.59305 -0.939 -0.100 0.906 -0.109
C 0.89575 -0.96634 -3.97058 0.891 -0.184 0.734 -0.045
C 0.41115 1.52195 -4.55011 -0.038 0.924 -1.326 -0.637
O 0.81162 2.36231 -5.40592 -0.571 -0.563 1.015 -0.065
O -0.56487 1.62828 -3.75634 0.970 -0.610 -0.491 -0.193
H 3.85855 -2.63392 -4.41940 0.153 0.319 0.094 0.092
H 2.88983 1.25715 -5.53172 -0.035 0.002 -0.285 0.109
H -0.05321 -1.01717 -3.40745 0.475 -0.027 -0.584 0.118
```
Forces are in eV/Å.

net charge = -2
HOMO energy = -2.065 eV
energy = -217930.69361 eV
relative energy (zero: lowest compared OMol25 entry of this formula, charge and spin) = 3.8 kcal per mole
orbital gap = 0.2017 hartree

=====

Record 6
# C4H6S

The molecule C4H6S (ωB97M-V/def2-TZVPD, OMol25).

```
11
Properties=species:S:1:pos:R:3:forces:R:3:lowdin_charge:R:1
C -0.28825 3.04860 0.32462 0.049 -2.699 1.044 0.123
C -0.47305 1.87435 0.59470 -0.024 2.218 -1.332 -0.156
C -0.70756 0.47543 0.43429 -0.120 -2.950 -0.693 -0.287
C 0.60978 -0.32424 0.05040 -0.677 0.760 1.351 -0.561
S 0.33162 -1.98621 -0.60986 0.869 0.539 -1.263 0.721
H 0.24722 3.93204 0.25435 0.177 1.418 -0.149 0.006
H -1.17998 -0.01880 1.29773 0.278 0.322 -0.050 0.109
H -1.38123 0.21144 -0.42148 0.232 0.801 0.655 0.116
H 0.97655 0.06333 -0.86909 0.356 0.850 -0.737 0.032
H 1.40765 -0.10399 0.79881 -0.564 -0.910 -0.361 0.092
H -0.22172 -2.74959 0.27343 -0.577 -0.350 1.534 -0.195
```
Forces are in eV/Å.

HOMO energy = -9.343 eV
energy = -15077.83973 eV
relative energy (zero: lowest compared OMol25 entry of this formula, charge and spin) = 45.0 kcal per mole
orbital gap = 0.3769 hartree

=====

Result set for F_max: 0.0693 0.0089 0.0619 0.0597 0.0605 0.0590 Eh/bohr, one per record in the order listed.